(i)
ORCA calculation (ωB97M-V with the def2-TZVPD basis set) on one molecule with the formula C6H11ClS.

Output
LUMO in eV: 0.60
Spin multiplicity: 1
HOMO in Eh: -0.3194
SMILES string: C/C(=C\[C@H](C)S)CCl
HOMO-LUMO gap in eV: 9.3

Each line ends with the Löwdin charge.
Atoms and positions in Å:
C -0.294 1.582 0.737  -0.08
C -0.904 0.456 -0.006  -0.38
C -0.239 -0.497 -0.684  -0.12
C 1.175 -1.057 -0.474  -0.66
C 1.506 -1.613 0.921  -0.17
S 2.352 0.335 -0.668  0.76
C -2.323 0.721 -0.358  -0.54
Cl -3.348 -0.768 -0.290  0.54
H 0.401 1.257 1.494  0.06
H 0.187 2.180 -0.021  0.07
H -1.013 2.290 1.204  0.09
H -0.716 -0.965 -1.457  0.07
H 1.485 -1.893 -1.175  0.12
H 0.788 -2.415 1.225  0.09
H 1.431 -0.782 1.722  0.09
H 2.545 -1.972 0.904  0.06
H 2.074 0.591 -1.914  -0.16
H -2.362 1.081 -1.439  0.11
H -2.745 1.467 0.279  0.05

(ii)
ORCA calculation (ωB97M-V with the def2-TZVPD basis set) on one molecule with the formula C6H11ClS.

Output
LUMO in eV: 0.62
Spin multiplicity: 1
HOMO in Eh: -0.3099
SMILES string: C=C(CCl)SC(C)C
HOMO-LUMO gap in eV: 9.1

Each line ends with the Löwdin charge.
Atoms and positions in Å:
C -1.943 -1.175 0.804  -0.03
C -0.666 -0.957 0.396  -0.72
C -0.559 -1.138 -1.121  -0.64
Cl -1.009 0.133 -2.299  0.53
S 0.530 -0.560 1.546  0.92
C 1.397 0.958 1.191  -0.67
C 0.268 2.072 0.775  -0.15
C 2.346 0.681 -0.003  -0.17
H -2.800 -1.649 0.080  0.12
H -2.458 -1.027 1.725  0.04
H 0.414 -1.581 -1.609  0.10
H -1.257 -2.057 -1.229  0.08
H 1.921 1.067 2.132  0.07
H -0.880 2.249 1.399  0.15
H 0.732 3.139 0.913  0.07
H -0.009 1.856 -0.394  0.06
H 3.025 -0.226 0.052  0.08
H 1.863 0.640 -0.974  0.04
H 3.065 1.631 -0.005  0.11

Relative stability in hartree, measured from the most stable structure: (i) 0.0000; (ii) 0.0771